[1]
59
Properties=species:S:1:pos:R:3:forces:R:3 method="wB97M-V/def2-TZVPD" orbital_gap_ev="4.6 / 4.6" total_energy_ev=-43505.49951 homo_energy_ev="-6.818 / -6.817" charge=0
Pd 1.186503 0.832354 0.361512 1.864 -0.229 -1.165
O 2.600003 1.557154 -1.206388 -0.673 -2.323 0.245
O -0.342297 1.604354 1.977812 0.645 1.363 0.561
O 3.819603 3.284554 -1.941188 0.206 -0.028 -0.310
O -1.003097 3.461754 3.178412 2.100 -0.674 -2.198
N -6.223797 0.165354 -0.896488 -0.198 -0.006 -0.065
N 1.433903 3.012954 0.606112 -1.781 0.185 1.491
N 1.140503 -1.375846 0.248012 -0.181 2.333 1.300
C -1.893297 -0.317746 -3.340688 0.027 0.041 0.033
C -1.103597 -5.124846 -2.123088 0.039 -0.031 0.053
C 2.266303 3.658754 -0.191488 0.650 -1.425 -1.019
C 0.920603 5.129154 1.658012 -1.132 -1.877 0.793
C 3.415803 -1.336546 0.946212 -0.218 0.015 0.123
C -1.500897 1.298154 1.315412 -1.838 -0.422 -0.475
C -3.359397 -0.200246 1.021112 -0.045 0.182 -0.236
C -5.205597 0.418654 -0.431688 -0.601 -0.183 -0.360
C -2.141797 0.087854 1.600912 0.478 0.450 0.188
C 0.718303 3.725454 1.546212 2.978 1.790 -2.381
C -0.244597 3.047354 2.319212 -3.556 -1.843 3.021
C -3.282397 1.896654 -0.188088 -0.191 -0.264 0.062
C -0.373897 -0.967846 -1.467488 0.260 -0.072 0.365
C 0.059203 -3.287146 -0.914488 0.433 0.521 0.351
C -2.067597 2.185254 0.392612 0.469 -0.178 0.460
C 2.027703 -1.946146 1.235312 0.662 0.819 0.461
C -1.469797 -2.706346 -2.675088 0.058 -0.008 0.044
C 0.323903 -1.915346 -0.649788 -1.098 0.080 -1.740
C 1.539703 -1.398746 2.595212 0.253 -0.140 -0.198
C -1.233297 -1.343646 -2.471688 0.054 -0.491 0.029
C -0.830297 -3.669646 -1.898588 -0.378 0.563 -0.339
C 2.991203 2.746154 -1.239788 -0.337 1.574 0.993
C 1.786703 5.762454 0.819512 1.403 -0.217 -1.634
C -3.944097 0.708954 0.134412 0.898 0.185 0.364
C 2.165303 -3.468546 1.331112 -0.168 0.252 -0.233
C 2.491803 5.012454 -0.155088 -1.059 1.185 1.592
H 0.551703 -4.066046 -0.363188 0.063 -0.046 0.112
H 0.550203 -1.791046 2.823312 -0.111 0.029 0.016
H 2.222603 -1.690846 3.387912 0.084 0.025 0.239
H -2.560797 0.312654 -2.753688 -0.078 0.078 -0.007
H 3.332903 -0.237146 0.873512 0.218 -0.396 0.025
H -2.471897 -0.796646 -4.126788 -0.049 0.050 -0.062
H -1.821797 -5.271246 -2.923688 -0.077 -0.038 -0.076
H 1.220503 -3.938346 1.592812 -0.055 -0.071 -0.026
H 3.185203 5.464754 -0.840388 0.138 -0.054 -0.193
H -2.150097 -3.012746 -3.455188 -0.115 -0.066 -0.104
H 2.876903 -3.701846 2.120412 0.089 0.086 0.086
H 3.808703 -1.716746 0.005412 0.003 0.050 -0.082
H 2.550703 -3.890946 0.406012 -0.046 -0.069 -0.059
H -3.880997 -1.116546 1.264912 0.070 0.008 -0.033
H 1.494103 -0.298746 2.554512 0.006 -0.276 0.146
H -3.731397 2.600354 -0.873688 -0.032 -0.026 -0.061
H -0.188497 -5.652546 -2.381688 0.094 -0.108 -0.036
H 0.352003 5.654154 2.409812 -0.042 0.087 0.052
H -0.170397 0.105354 -1.295788 -0.223 -0.507 -0.241
H 4.106203 -1.588546 1.746312 0.181 0.043 0.113
H -1.499797 -5.574546 -1.215088 -0.062 -0.129 0.059
H -1.138997 0.322854 -3.796588 -0.031 0.078 -0.080
H -1.687697 -0.591546 2.307112 0.035 -0.037 0.035
H -1.557197 3.109654 0.159412 -0.043 0.078 -0.083
H 1.940503 6.829154 0.878312 -0.041 0.084 0.083

[2]
38
Properties=species:S:1:pos:R:3:forces:R:3 method="wB97M-V/def2-TZVPD" orbital_gap_ev=5.1 e_above_lowest_ev=5.2836 total_energy_ev=-14587.55472 homo_energy_ev=-1.051 charge=-2
Na -0.721251 -0.156643 -0.621560 -0.996 -0.655 -0.335
N 1.398332 0.585087 0.613505 0.657 0.333 -1.063
C 2.914432 0.449842 -1.284951 1.328 -1.584 -1.072
C 2.052546 -0.438077 1.376430 -0.251 0.467 2.978
C 1.082411 -1.316073 2.160074 1.263 -1.825 -0.383
C 2.439382 1.249726 -0.179454 -2.770 1.971 -0.093
C -0.495819 2.205809 0.920468 0.901 1.285 0.083
C 0.786825 1.572797 1.496605 -1.973 -0.684 0.633
B -2.518705 -1.595906 0.965954 -0.097 -0.241 -0.330
B -1.065650 -2.221670 -2.394103 0.359 0.260 -0.121
B -2.684185 1.096150 -1.851680 -0.046 0.032 -0.002
H -1.823302 -2.911895 -2.731436 -3.272 -2.725 -0.840
H -2.226253 1.858220 -1.240314 1.658 3.113 2.912
H 1.894110 2.061417 -0.661035 0.023 0.599 0.233
H 2.112869 -0.110396 -1.766339 -0.005 -0.070 0.055
H 0.712539 -2.061400 1.455953 -1.431 0.529 0.052
H 2.542033 0.186659 2.123557 1.041 -0.159 0.718
H 3.648936 -0.237969 -0.866000 0.205 -0.415 -0.651
H -0.214094 -2.440390 -3.019617 3.926 -0.779 -2.839
H -3.513052 -1.350032 1.305145 -4.341 0.802 1.173
H -1.368056 -1.195763 -2.536616 -1.124 3.642 -0.827
H 2.858483 -1.003230 0.908267 -0.574 -0.024 -0.571
H 0.393229 1.091321 2.391796 0.280 -0.486 -0.024
H -3.719194 1.325905 -2.052177 -4.123 1.369 -1.058
H -0.432115 2.434162 -0.143437 -0.091 -0.260 -0.062
H -0.738992 -2.331354 -1.371600 1.200 -0.890 4.183
H -1.438157 1.703497 1.139062 0.331 -0.505 -0.207
H 3.386548 1.068154 -2.048429 0.178 -0.029 0.027
H 1.494245 2.277542 1.933625 0.479 0.439 -0.516
H -2.246278 -2.570226 1.341070 1.378 -3.943 1.758
H -2.737605 0.110309 -1.416347 0.062 -3.244 1.815
H 0.422875 -0.866665 2.902478 -0.469 0.168 -0.978
H -2.068793 1.050049 -2.736773 2.259 -0.191 -3.846
H 3.233075 1.711363 0.407945 0.257 -0.119 0.490
H -1.960100 -0.792714 1.421020 3.022 3.385 1.877
H -2.452633 -1.599574 -0.111017 0.098 0.042 -3.615
H 1.631175 -2.024353 2.780791 0.822 0.139 0.329
H -0.579812 3.186320 1.389141 -0.162 0.252 0.119

[3]
85
Properties=species:S:1:pos:R:3:forces:R:3 method="wB97M-V/def2-TZVPD" orbital_gap_ev=9.3 e_above_lowest_ev=0.0000 total_energy_ev=-74502.82323 homo_energy_ev=-11.493 charge=+1
Cl 2.431828 -0.324490 6.495866 -0.621 -0.100 -0.551
Cl 2.891131 -2.133718 3.904441 -0.779 0.232 -0.110
O -7.122621 -4.453852 -1.790489 0.117 -0.089 0.155
O 2.002501 2.820441 -0.932751 -0.109 -0.257 0.080
O -0.929489 0.804470 -3.420142 -0.186 -0.419 0.076
O 3.704465 2.977644 -2.308937 -0.188 -0.450 -0.012
O -2.392256 1.112771 -1.811442 0.235 -0.110 0.046
O -5.392317 -4.243492 -0.444978 0.011 -0.392 0.093
O -0.503809 -5.757587 0.508575 -0.471 -0.092 0.075
O -1.078809 -4.648320 2.320525 0.001 0.020 -0.041
N 0.263228 -1.583454 3.376820 0.206 -0.654 0.548
N -0.351666 0.759826 0.974227 -0.999 1.038 -1.762
N -1.288610 -1.135206 1.659023 2.369 3.049 -0.036
N 0.428735 0.364393 2.007108 -0.504 -0.654 0.249
N 1.456163 4.396360 4.363880 -0.638 -0.362 0.082
C -4.073951 -3.772765 -0.161361 0.077 0.178 0.103
C -1.790773 1.576543 -2.752515 0.111 0.350 0.020
C 5.450636 4.591261 -2.856084 -0.066 0.059 0.202
C 1.536928 -6.267142 -0.721350 0.084 0.056 0.172
C -0.144939 -0.778616 2.388049 -1.217 -1.329 0.576
C -0.417979 -4.692798 1.311787 0.264 -0.018 0.157
C 0.561506 -3.593629 1.002641 -0.093 0.318 -0.478
C -0.238220 -0.028876 5.628420 0.772 -0.604 -0.614
C -4.101261 -2.434493 0.548225 -0.135 0.183 -0.161
C 2.279980 4.946038 -1.945600 -0.293 -0.030 -0.479
C -5.611889 -2.734710 -2.385426 0.445 -0.170 -0.297
C -0.300907 1.186413 -4.653603 0.268 0.238 -0.192
C 0.090141 -5.826002 -0.794241 0.306 -0.043 -0.184
C 1.150024 -0.642893 5.359297 -0.509 0.242 0.509
C 1.012704 3.010263 4.077143 0.081 0.449 -0.276
C -1.334561 -0.098763 0.779034 -0.871 -2.250 0.994
C 1.600184 1.164110 2.355459 0.554 2.062 -0.967
C 4.416131 3.618383 -3.380652 0.286 0.296 -0.131
C 2.632071 3.499312 -1.710095 0.133 0.369 0.111
C -6.093943 -3.891493 -1.541821 -0.185 0.299 -0.146
C 1.337336 -1.394512 4.272058 0.694 0.374 0.161
C 1.235741 2.684125 2.564534 0.834 -0.915 1.225
C 0.951837 2.001737 -4.406034 0.032 0.060 0.190
C -1.928391 3.030197 -3.123902 -0.392 0.003 -0.428
H -2.118117 -0.061079 0.009076 0.702 0.550 0.215
H 2.581729 5.320118 -2.921161 0.174 0.042 0.097
H 1.956173 -6.370481 -1.722575 -0.029 -0.009 0.009
H -3.464886 -3.750965 -1.068563 -0.067 0.062 -0.035
H 0.392305 3.002302 1.939389 0.394 0.118 0.122
H -1.728872 3.237920 -4.172432 0.186 0.016 0.064
H 3.722608 4.083619 -4.083119 -0.059 0.025 0.103
H 1.197698 5.050469 -1.892386 0.040 -0.010 0.235
H -0.216509 1.588489 0.403461 0.562 -0.030 0.316
H -0.032605 -4.881083 -1.327551 0.029 0.043 0.099
H 2.160565 0.856387 3.240184 -0.528 -0.659 -0.279
H 6.139811 4.082871 -2.181002 0.018 -0.041 -0.092
H 2.737770 5.553963 -1.166010 -0.003 -0.008 -0.004
H 0.634019 4.962960 4.548438 0.262 0.159 -0.063
H 1.494183 -3.781052 1.535815 -0.014 -0.027 -0.016
H -0.052517 2.872692 4.339658 0.454 -0.085 0.049
H -0.977526 -0.832232 5.479871 0.124 0.404 0.373
H 2.164394 3.218778 2.307415 -0.590 0.004 -0.242
H -5.886715 -2.928867 -3.420023 -0.223 0.036 0.087
H 1.614068 -7.225601 -0.207326 -0.053 -0.016 -0.080
H 0.772508 -3.460171 -0.057292 0.117 -0.147 0.024
H 1.645115 1.449117 -3.769721 -0.008 -0.042 -0.068
H 6.019824 5.023832 -3.678884 -0.015 -0.030 0.001
H -0.275674 -2.445792 3.487328 0.016 0.173 -0.298
H -0.413946 0.701668 4.822524 -0.131 0.031 0.578
H 2.147393 -5.555331 -0.163762 0.002 0.046 -0.082
H -4.532326 -2.594663 -2.369920 -0.043 0.126 0.148
H -2.955017 3.337291 -2.934637 0.073 -0.013 0.219
H -1.008742 1.695113 -5.308984 -0.032 0.038 0.104
H 4.913998 2.816089 -3.923228 -0.122 -0.130 0.144
H 2.008926 4.414566 5.214714 -0.069 0.036 -0.134
H -0.488641 -6.567792 -1.342609 -0.122 0.011 0.177
H -3.090482 -2.119785 0.806173 -0.139 -0.186 0.056
H -0.306170 0.418479 6.624222 -0.001 -0.093 -0.363
H -4.558816 -1.659910 -0.071654 0.035 -0.034 -0.058
H 1.448111 2.233886 -5.348985 -0.030 -0.030 -0.009
H -0.035813 0.254211 -5.149689 -0.109 -0.081 0.167
H 2.270278 1.149828 1.475922 -0.249 -0.366 0.385
H -3.626440 -4.520359 0.493951 -0.148 -0.077 -0.024
H 4.990524 5.403032 -2.291463 -0.010 0.042 -0.095
H -1.255588 3.620421 -2.501758 0.008 -0.016 -0.002
H 0.108948 -2.670911 1.360388 0.330 -0.675 -0.310
H -4.693193 -2.501262 1.461825 0.086 -0.073 0.021
H 0.726004 2.939264 -3.894143 -0.048 0.033 -0.090
H 1.636158 2.354053 4.711428 -0.394 -0.046 -0.412
H -6.101392 -1.821560 -2.048597 0.001 -0.012 0.002